{"formula": "C48H42N4O3PS2Sn", "method": "the ωB97M-V functional and the def2-TZVPD basis", "symbols": ["Sn", "C", "C", "C", "C", "N", "C", "C", "C", "C", "C", "C", "N", "C", "C", "C", "C", "C", "N", "H", "H", "H", "H", "H", "H", "H", "H", "H", "H", "H", "N", "C", "C", "C", "C", "C", "C", "P", "C", "C", "C", "C", "C", "C", "C", "C", "C", "C", "C", "C", "H", "H", "H", "H", "H", "H", "H", "H", "H", "H", "H", "H", "H", "H", "H", "H", "O", "C", "O", "C", "C", "C", "C", "S", "C", "C", "H", "H", "H", "H", "H", "C", "C", "C", "C", "C", "C", "C", "S", "C", "O", "H", "H", "H", "H", "H", "H", "H", "H", "H", "H"], "xyz": [[0.200355, 0.532689, 0.010625], [-1.352380, 1.641751, 4.597431], [-2.712935, 1.396440, 4.581271], [-3.324367, 1.057302, 3.382976], [-2.544482, 0.960930, 2.237395], [-1.240649, 1.235863, 2.249488], [-0.660714, 1.563408, 3.397504], [-3.127998, 0.570197, 0.915301], [-4.411643, 0.053844, 0.808914], [-4.926568, -0.200623, -0.448876], [-4.167404, 0.093873, -1.565690], [-2.880214, 0.583619, -1.385343], [-2.363933, 0.772530, -0.163869], [-2.011142, 0.958480, -2.545124], [-2.500193, 1.049364, -3.837815], [-1.630363, 1.410505, -4.856677], [-0.304928, 1.665168, -4.560512], [0.107250, 1.543821, -3.242611], [-0.729847, 1.207840, -2.264342], [-0.833290, 1.903037, 5.509015], [-3.300368, 1.473361, 5.486861], [-4.390248, 0.885270, 3.348659], [0.401856, 1.770238, 3.355466], [-5.001041, -0.150273, 1.690337], [-5.923127, -0.608819, -0.557687], [-4.566498, -0.079538, -2.553035], [-3.536788, 0.846572, -4.061753], [-1.991493, 1.485017, -5.874327], [0.406652, 1.947132, -5.323963], [1.140138, 1.696845, -2.955249], [2.361821, -0.512404, 1.932915], [1.931993, -0.929616, 3.192214], [2.501208, -0.352586, 4.330313], [2.120243, -0.756410, 5.594919], [1.161303, -1.750403, 5.759228], [0.565949, -2.297941, 4.639180], [0.912512, -1.886375, 3.346726], [-0.006790, -2.500962, 1.927480], [-1.446732, -3.344017, 2.578621], [-1.549635, -4.728484, 2.662803], [-2.695538, -5.309082, 3.193351], [-3.733507, -4.508177, 3.642808], [-3.631440, -3.122509, 3.571030], [-2.493467, -2.542681, 3.039535], [1.013838, -3.733026, 1.123283], [2.349485, -3.903065, 1.487180], [3.131769, -4.855761, 0.849465], [2.578726, -5.658376, -0.136736], [1.243779, -5.505461, -0.493952], [0.465241, -4.541878, 0.123743], [2.393304, -1.208216, 1.193888], [3.236751, -0.007269, 1.923098], [3.271848, 0.400599, 4.209578], [2.588001, -0.303583, 6.460076], [0.878820, -2.087475, 6.746666], [-0.203444, -3.048586, 4.769040], [-0.737624, -5.358644, 2.325115], [-2.771895, -6.386511, 3.256428], [-4.625014, -4.962638, 4.055474], [-4.437490, -2.498042, 3.936423], [-2.405767, -1.465379, 2.991123], [2.781410, -3.303617, 2.279272], [4.168323, -4.978420, 1.133155], [3.185938, -6.411206, -0.622729], [0.811181, -6.136994, -1.259315], [-0.569089, -4.418037, -0.175436], [5.861780, -2.139595, -6.819622], [5.581389, -0.903390, -6.347593], [5.937239, 0.059310, -6.964278], [4.820306, -0.807033, -5.058866], [4.389500, -1.898652, -4.311636], [3.683802, -1.721378, -3.131650], [3.392767, -0.437915, -2.667663], [2.494920, -0.162315, -1.173280], [3.835519, 0.657437, -3.414937], [4.537686, 0.473476, -4.591733], [5.524484, -2.813989, -6.220972], [4.590289, -2.919524, -4.620660], [3.370087, -2.581975, -2.556242], [3.627892, 1.659305, -3.060102], [4.882321, 1.320232, -5.170218], [-5.126513, -3.091299, -6.603473], [-4.113431, -2.897902, -5.507809], [-4.441781, -3.150260, -4.178576], [-3.512583, -2.981396, -3.162339], [-2.228557, -2.527841, -3.452713], [-1.893723, -2.259513, -4.776297], [-2.821979, -2.457177, -5.787340], [-1.120496, -2.255656, -2.103878], [0.456014, -2.772429, -2.806152], [-0.458746, -1.360037, 1.033175], [-5.773942, -3.944138, -6.399830], [-4.645478, -3.256016, -7.566946], [-5.767388, -2.211972, -6.700737], [-5.435545, -3.509823, -3.935738], [-3.778658, -3.211875, -2.137117], [-0.904551, -1.892064, -5.021365], [-2.538795, -2.258049, -6.815049], [0.385318, -3.783881, -3.204674], [1.174018, -2.747197, -1.989057], [0.802489, -2.084880, -3.575466]], "forces_ev_per_angstrom": [[-0.1, 0.6, 0.1], [0.1, 0.0, 0.0], [-0.1, 0.0, 0.0], [0.0, 0.0, 0.1], [-0.1, 0.0, -0.2], [0.0, -0.1, 0.1], [0.0, 0.0, 0.0], [0.1, 0.1, 0.0], [0.0, 0.0, 0.0], [0.0, 0.0, 0.0], [0.0, 0.0, 0.0], [0.1, 0.1, 0.0], [-0.2, 0.0, -0.2], [-0.1, -0.1, 0.1], [0.0, 0.0, 0.0], [-0.1, 0.0, 0.0], [0.1, 0.0, 0.0], [-0.1, 0.0, 0.0], [0.1, -0.1, 0.0], [0.0, 0.0, 0.0], [0.0, 0.0, 0.0], [0.0, 0.0, 0.0], [0.1, 0.0, 0.0], [0.0, 0.0, 0.0], [0.0, 0.0, 0.0], [0.0, 0.0, 0.0], [0.0, 0.0, 0.0], [0.0, 0.0, 0.0], [0.0, 0.0, 0.0], [0.0, 0.0, 0.0], [-0.1, -0.2, 0.1], [0.2, 0.1, -0.2], [0.0, 0.0, 0.1], [0.0, 0.0, 0.0], [0.0, 0.0, 0.0], [-0.2, 0.0, 0.0], [0.0, 0.1, 0.1], [0.1, 0.0, 0.3], [-0.2, 0.0, 0.0], [0.0, -0.1, 0.1], [0.0, 0.0, 0.0], [0.0, 0.0, 0.0], [0.0, 0.0, 0.0], [0.0, 0.0, 0.0], [0.1, 0.0, -0.2], [0.0, 0.0, 0.0], [0.0, 0.0, 0.0], [0.0, 0.0, 0.0], [0.0, 0.0, 0.0], [0.0, 0.0, 0.0], [-0.1, 0.1, 0.0], [-0.1, 0.1, 0.0], [0.0, 0.0, 0.0], [0.0, 0.0, 0.0], [0.0, 0.0, 0.0], [0.0, 0.0, 0.0], [0.0, 0.0, 0.0], [0.0, 0.0, 0.0], [0.0, 0.0, 0.0], [0.0, 0.0, 0.0], [0.0, 0.0, 0.0], [0.0, 0.0, 0.0], [0.0, 0.0, 0.0], [0.0, 0.0, 0.0], [0.0, 0.0, 0.0], [0.0, 0.0, 0.0], [0.0, 0.0, 0.1], [0.0, -0.1, 0.0], [0.0, 0.0, 0.0], [0.0, 0.0, -0.1], [0.0, 0.0, 0.0], [0.1, 0.0, 0.0], [-0.3, 0.0, -0.1], [0.4, -0.2, 0.1], [0.0, 0.0, -0.1], [0.0, 0.0, 0.1], [0.0, 0.0, 0.0], [0.0, 0.0, 0.0], [0.0, 0.0, 0.0], [0.0, 0.0, 0.0], [0.0, 0.0, 0.0], [0.0, 0.0, 0.0], [0.0, 0.0, 0.0], [0.0, 0.0, 0.0], [0.0, 0.0, 0.0], [-0.1, 0.1, -0.1], [0.1, 0.0, 0.0], [0.0, 0.0, 0.0], [0.1, -0.2, 0.2], [0.0, 0.0, -0.1], [0.0, -0.2, -0.2], [0.0, 0.0, 0.0], [0.0, 0.0, 0.0], [0.0, 0.0, 0.0], [0.0, 0.0, 0.0], [0.0, 0.0, 0.0], [0.0, 0.0, 0.0], [0.0, 0.0, 0.0], [0.0, 0.0, 0.0], [0.0, 0.0, 0.0], [0.0, 0.0, 0.0]], "total_charge": 1, "gap_ev": 6.47, "lumo_energy_ev": -3.02, "largest_force_ev_per_a": 0.6, "spin_multiplicity": 1, "homo_ev": -9.50}